No. 1
This record from the OMol25 dataset describes C35H52AsOOsP3S as an isolated structure. The level of theory is ωB97M-V/def2-TZVPD.

Properties
charge = +4
expectation value of S² = 6.0513
2S+1 = 5
HOMO-LUMO gap (spin up / spin down) = 7.08 / 3.72 eV
HOMO level (spin up / spin down) = -17.66 / -18.75 eV

Element x y z (Å)
H: -0.13 -4.70 -0.68
H: 2.41 -1.40 -0.54
As: 1.21 3.57 -0.28
H: -4.13 -0.36 -1.04
H: -4.21 -0.33 0.75
C: 0.38 4.30 1.32
C: -1.08 -0.96 -2.78
H: 3.68 -2.41 -2.48
H: 5.63 5.22 1.51
P: -1.33 -2.60 -0.55
C: 1.24 1.00 2.00
C: -2.42 -3.65 -1.62
H: 1.08 7.46 -4.56
H: 1.95 3.66 2.67
H: 1.40 -1.83 -3.12
C: 0.98 4.86 -1.69
H: -1.81 2.66 -1.76
H: -2.81 0.33 -2.62
C: 0.45 -1.60 2.53
C: -0.70 5.62 3.55
H: 3.30 1.46 -0.80
H: 3.17 -0.27 0.61
O: 0.58 2.07 -0.78
H: 0.65 -3.62 0.51
H: 6.84 3.07 1.09
H: 1.01 6.55 -0.35
H: -2.00 -3.74 -2.64
H: 0.94 5.03 -5.08
C: 2.45 -1.09 0.51
C: 3.77 4.50 0.68
H: 1.50 0.77 3.05
Os: -0.79 -0.36 -0.89
H: -1.83 -1.72 -2.98
H: 2.79 -1.94 1.12
H: 5.70 1.21 -0.12
H: -3.34 -2.77 0.78
H: -2.20 3.42 -0.23
H: -1.29 1.24 -3.04
H: 1.06 8.22 -2.18
C: 3.48 -1.41 -2.87
H: -1.98 -3.66 1.54
C: -0.80 5.05 1.19
H: 2.66 2.16 -4.16
H: -3.52 2.74 -1.25
H: 3.24 5.43 0.87
H: 0.83 3.34 -3.22
P: 0.80 -0.53 1.08
C: 1.03 7.16 -2.43
H: -1.28 5.16 0.22
C: 3.81 2.25 -0.25
C: -1.35 5.68 2.31
H: -3.43 -3.23 -1.67
C: 0.17 -3.66 -0.47
H: -1.11 6.14 4.41
H: -2.28 6.25 2.20
C: -2.19 1.49 1.71
H: -0.43 -1.22 3.07
C: 0.48 4.88 3.68
H: -3.20 1.70 2.10
C: 5.80 3.18 0.78
H: 5.52 -0.71 -2.72
C: -1.71 0.36 -2.53
H: -2.08 -1.88 1.67
C: 1.88 0.22 -3.69
H: 5.04 2.58 -4.76
C: 5.12 4.38 1.03
H: 0.29 -2.65 2.25
H: -1.57 2.39 1.78
C: 2.90 1.15 -3.82
C: 1.03 6.73 -3.75
C: 0.95 5.36 -4.05
H: 1.00 4.83 4.64
C: 5.15 2.13 0.12
H: 0.85 0.52 -3.91
H: 1.32 -1.55 3.21
C: -4.02 0.27 -0.15
C: 2.17 -1.07 -3.23
C: 1.01 6.23 -1.39
C: 3.11 3.42 0.09
H: -4.74 1.10 -0.21
C: -2.27 -2.74 1.02
C: 0.91 4.41 -3.02
C: 4.22 0.80 -3.50
H: 2.09 1.49 1.51
H: 0.38 1.68 1.99
S: 5.49 1.98 -3.68
H: -0.26 -0.98 -3.49
H: -1.75 0.68 2.30
H: 0.89 -3.34 -1.24
P: -2.35 1.01 -0.03
H: -2.48 -4.67 -1.19
C: -2.49 2.61 -0.90
C: 1.02 4.23 2.57
C: 4.50 -0.48 -3.00

These are the Löwdin partial charges, in e, on atoms 1 to 8: 0.074 0.002 1.234 0.049 0.058 -0.270 -0.358 0.140

***

No. 2
This record from the OMol25 dataset describes a 2-piece molecular cluster, C20H25ClN3O7 overall. The level of theory is ωB97M-V/def2-TZVPD.

Properties
charge = -1
HOMO-LUMO gap = 4.12 eV
HOMO level = -3.13 eV

Element x y z (Å)
H: 4.19 1.09 -2.16
C: 6.97 6.16 6.15
C: 6.19 -0.03 1.22
C: 7.77 -0.60 -3.19
H: 3.41 -3.78 0.37
C: 6.53 0.69 0.01
H: 6.84 1.24 -2.53
H: 8.33 8.65 3.48
H: 6.85 -1.10 -3.50
O: 2.83 1.62 0.00
H: 5.94 -1.16 3.62
O: 8.11 4.20 2.41
H: 8.22 -0.14 -4.07
Cl: 1.85 2.23 3.67
H: 2.46 1.18 -2.59
C: 6.97 7.52 6.42
C: 3.07 2.56 -1.07
C: 2.35 2.27 1.07
O: 6.47 1.90 -0.19
H: 5.98 -1.09 1.15
H: 3.75 -2.18 2.24
N: 6.97 1.78 2.45
C: 7.51 0.46 -2.15
H: 3.94 3.16 -0.79
C: 7.43 5.69 4.90
N: 7.28 4.35 4.60
C: 5.87 -0.07 3.71
C: 7.45 8.43 5.46
C: 2.53 -0.01 2.44
H: 6.59 5.43 6.87
H: 6.46 0.26 4.56
H: 3.58 2.43 -3.14
H: 8.47 -1.35 -2.81
C: 2.28 1.43 2.29
C: 7.96 6.59 3.96
O: 6.88 -0.18 -1.00
O: 2.65 -0.56 3.53
H: 2.00 -2.50 2.06
C: 7.95 7.96 4.24
C: 3.16 -2.73 0.24
N: 7.02 2.42 3.55
H: 6.60 7.88 7.38
C: 3.34 1.76 -2.31
C: 7.54 3.74 3.38
O: 2.65 -0.68 1.29
H: 2.27 -2.68 -0.40
H: 8.35 6.21 3.02
H: 3.99 -2.24 -0.27
C: 2.89 -2.08 1.56
H: 4.81 0.16 3.90
O: 2.04 3.45 1.05
H: 7.44 9.50 5.67
C: 6.35 0.57 2.46
H: 8.45 0.92 -1.82
H: 6.82 3.71 5.25
H: 2.20 3.21 -1.19

These are the Löwdin partial charges, in e, on atoms 1 to 8: 0.060 -0.033 0.113 -0.081 0.069 -0.448 0.117 0.101

***

No. 3
This record from the OMol25 dataset describes a 2-piece molecular cluster, C3H6Cl2Si overall. The level of theory is ωB97M-V/def2-TZVPD.

Properties
HOMO-LUMO gap = 7.65 eV
HOMO level = -9.19 eV

Element x y z (Å)
H: 1.29 -0.69 1.54
C: -0.94 1.02 0.27
H: -0.91 1.13 1.41
H: -1.90 1.26 -0.05
Cl: 2.22 -1.98 -1.05
Si: 1.01 -1.23 0.32
H: 1.11 1.58 -0.51
Cl: -0.23 -3.57 2.08
C: 0.10 1.37 -0.79
C: -0.34 -0.11 -0.49
H: -1.14 -0.72 -1.15
H: -0.26 1.94 -1.59

These are the Löwdin partial charges, in e, on atoms 1 to 8: -0.075 -0.210 0.135 0.073 0.398 0.350 0.080 -0.436